#i
The ion C5H11N5O with charge +2. Source: the Open Molecules 2025 dataset; level of theory: the ωB97M-V functional and the def2-TZVPD basis.

CARTESIAN COORDINATES (ANGSTROEM)
N (1.2528, -0.0474, -2.0608)
C (0.0545, 0.1713, -1.6317)
N (-1.0593, 0.2775, -2.2998)
C (-0.1402, 0.2252, -0.0009)
N (-1.0885, 1.3043, 0.5501)
C (-0.6468, -1.1583, 0.4361)
C (-0.2167, -1.3995, 1.9700)
N (0.8000, -0.9345, 2.4900)
C (1.6938, -0.1311, 1.9097)
O (2.8279, 0.0808, 2.1351)
N (1.1284, 0.4658, 0.6693)
H (1.8021, -0.0847, -1.2477)
H (1.5688, -0.1244, -2.9895)
H (-2.0282, 0.6623, -2.1405)
H (-0.8592, -0.2016, -3.2621)
H (-1.1735, 1.0301, 1.5195)
H (-2.0312, 1.3092, 0.0926)
H (-0.7050, 2.2968, 0.5941)
H (-0.2097, -1.8874, -0.0376)
H (-1.6756, -1.1919, 0.4763)
H (-1.0181, -1.8647, 2.5103)
H (1.7236, 1.2022, 0.3174)

Structure (SMILES) ... NC(=[NH2+])[C@@]1([NH3+])CC=NC(=O)N1
2S+1 ... 1
HOMO level ... -17.583 eV
Charge ... +2

#ii
A cluster of 2 separate species, C5H11N5O in total. Source: the Open Molecules 2025 dataset; level of theory: the ωB97M-V functional and the def2-TZVPD basis.

CARTESIAN COORDINATES (ANGSTROEM)
C (0.4960, 1.1331, -0.1974)
C (0.0778, -0.4252, -1.6728)
C (-1.1174, 1.0174, 2.2072)
C (0.5495, -0.0539, 0.4559)
C (0.8843, -2.4072, -0.2992)
N (0.1012, 0.9116, -1.5070)
N (0.3261, -1.0249, -0.4667)
N (-0.3574, 0.6331, 3.0488)
N (0.1283, -1.1311, -2.8156)
N (-2.1878, 1.6108, 1.8513)
O (0.3473, 2.3491, 0.3758)
H (1.0580, -0.1601, 1.2886)
H (1.8959, -2.5864, -0.5238)
H (0.6974, -2.6832, 0.7139)
H (0.4575, -3.0215, -1.0494)
H (0.0015, 1.8194, -2.0696)
H (1.1706, 2.9565, 0.1876)
H (0.5142, 0.3477, 3.3624)
H (0.0252, -0.7558, -3.7208)
H (0.2565, -2.1851, -2.7533)
H (-2.5929, 1.5656, 0.9372)
H (-2.7317, 2.0903, 2.6466)

2S+1 ... 1
HOMO level ... -16.303 eV
Charge ... +2

Least stable structure among those shown: #i.